Record 1
ORCA calculation (ωB97M-V/def2-TZVPD) on the ion C5H8N with charge +1 at a distorted geometry.

Relative energy (zero: lowest compared OMol25 entry of this formula, charge and spin) = 374.86 kJ/mol
Total charge = +1
E_tot = -6790.6910 eV
<S²> = 2.026
HOMO level (spin up / spin down) = -12.4 / -15.8 eV
Gap between HOMO and LUMO (spin up / spin down) = 7.616 / 9.490 eV
Spin multiplicity = 3

Last column: Mulliken charge in e.
Atoms and positions in Å:
C  -1.46  -0.16  0.14  0.53
C  -2.34  0.80  0.20  -0.75
C  0.53  -1.09  0.03  -0.38
C  0.71  0.33  0.49  0.00
C  1.88  0.95  -0.08  -0.85
N  -0.86  -1.28  0.17  0.03
H  -3.00  0.93  -0.58  0.33
H  -2.19  1.59  0.88  0.30
H  0.93  -1.26  -1.07  0.31
H  0.98  -1.94  0.60  0.29
H  2.42  0.08  -0.50  0.29
H  2.28  1.82  0.43  0.35
H  1.37  1.43  -0.91  0.30
H  -1.25  -2.20  0.22  0.26

***

Record 2
ORCA calculation (ωB97M-V/def2-TZVPD) on a structure of composition C5H8N2 at a distorted geometry.

Relative energy (zero: lowest compared OMol25 entry of this formula, charge and spin) = 493.00 kJ/mol
E_tot = -8289.8868 eV
HOMO level (spin up / spin down) = -7.3 / -7.3 eV
Gap between HOMO and LUMO (spin up / spin down) = 7.381 / 7.384 eV

Last column: Mulliken charge in e.
Atoms and positions in Å:
C  -0.26  1.44  0.08  -0.91
C  -0.47  0.06  -0.27  0.84
C  -1.27  -0.82  0.67  -1.37
N  0.32  -0.59  -1.26  -0.36
C  1.43  -0.99  -0.41  -0.91
C  2.00  0.05  0.30  0.73
N  2.24  1.11  0.75  -0.64
H  -0.77  1.88  0.94  0.33
H  -1.25  0.94  -0.78  0.19
H  0.31  2.10  -0.57  0.37
H  -1.28  -1.84  0.28  0.41
H  -0.82  -0.83  1.67  0.28
H  -2.31  -0.48  0.77  0.37
H  0.59  0.02  -2.03  0.32
H  1.54  -2.04  -0.17  0.34

***

Record 3
ORCA calculation (ωB97M-V/def2-TZVPD) on the molecule C5H8N2.

Relative energy (zero: lowest compared OMol25 entry of this formula, charge and spin) = 128.45 kJ/mol
SMILES = Cc1cnn(C)c1
E_tot = -8293.6651 eV
HOMO level = -9.1 eV
Gap between HOMO and LUMO = 10.060 eV

Last column: Mulliken charge in e.
Atoms and positions in Å:
C  -0.48  1.83  1.29  -1.13
C  0.26  0.83  0.46  0.69
C  1.22  -0.16  0.88  -0.34
N  1.41  -1.08  -0.03  -0.75
N  0.62  -0.73  -1.10  0.26
C  -0.33  -1.83  -1.34  -0.77
C  -0.02  0.47  -0.81  -0.60
H  -1.37  1.34  1.71  0.24
H  -0.84  2.67  0.68  0.33
H  0.10  2.23  2.13  0.34
H  1.75  -0.23  1.81  0.43
H  -0.90  -1.95  -0.41  0.30
H  0.22  -2.75  -1.55  0.27
H  -1.02  -1.59  -2.15  0.32
H  -0.63  0.95  -1.56  0.42

***

Record 4
ORCA calculation (ωB97M-V/def2-TZVPD) on the molecule C5H8N2.

Relative energy (zero: lowest compared OMol25 entry of this formula, charge and spin) = 243.48 kJ/mol
E_tot = -8292.4729 eV
HOMO level = -5.6 eV
Gap between HOMO and LUMO = 6.262 eV

Last column: Mulliken charge in e.
Atoms and positions in Å:
C  -2.35  0.09  -0.18  -0.86
N  -0.93  -0.11  -0.01  0.14
C  -0.38  -0.85  0.95  -0.12
N  0.95  -0.68  0.87  -0.19
C  1.32  0.18  -0.19  0.35
C  2.65  0.42  -0.46  -1.18
C  0.06  0.54  -0.73  -0.66
H  -2.63  -0.14  -1.21  0.33
H  -2.90  -0.56  0.50  0.27
H  -2.61  1.13  0.03  0.33
H  -0.92  -1.48  1.63  0.36
H  3.30  0.67  0.38  0.23
H  1.67  -1.25  1.30  0.35
H  2.97  0.73  -1.44  0.26
H  -0.19  1.31  -1.44  0.41

***

Record 5
ORCA calculation (ωB97M-V/def2-TZVPD) on the molecule C5H8N2 at a distorted geometry.

Relative energy (zero: lowest compared OMol25 entry of this formula, charge and spin) = 335.32 kJ/mol
E_tot = -8291.5210 eV
HOMO level (spin up / spin down) = -7.3 / -7.4 eV
Gap between HOMO and LUMO (spin up / spin down) = 7.859 / 7.924 eV

Last column: Mulliken charge in e.
Atoms and positions in Å:
C  -1.32  -1.34  -0.22  -0.96
C  -1.08  0.10  -0.54  -0.35
C  -0.06  1.84  0.55  -0.62
N  0.06  0.72  -0.18  0.07
C  1.39  0.13  -0.43  -0.68
C  1.80  -0.74  0.67  0.37
N  2.12  -1.43  1.55  -0.39
H  -1.38  -1.48  0.87  0.25
H  -0.52  -2.00  -0.58  0.28
H  -2.26  -1.68  -0.65  0.33
H  -1.90  0.78  -0.75  0.50
H  0.56  2.71  0.36  0.24
H  -0.88  1.88  1.26  0.30
H  1.39  -0.43  -1.38  0.30
H  2.10  0.96  -0.52  0.34

***

Record 6
ORCA calculation (ωB97M-V/def2-TZVPD) on a cluster of 3 separate species, C5H8N2 in total at a distorted geometry.

Relative energy (zero: lowest compared OMol25 entry of this formula, charge and spin) = 545.98 kJ/mol
E_tot = -8289.3376 eV
HOMO level (spin up / spin down) = -8.3 / -8.3 eV
Gap between HOMO and LUMO (spin up / spin down) = 8.692 / 8.691 eV

Last column: Mulliken charge in e.
Atoms and positions in Å:
N  -0.99  1.61  1.61  -0.54
C  0.01  0.61  1.45  -0.60
C  -0.22  -0.74  1.58  0.64
N  -0.27  -1.91  1.32  -0.67
C  -0.23  0.19  -1.04  -0.18
C  -0.07  -1.14  -1.39  -0.48
C  1.06  -0.12  -1.69  -0.46
H  -0.97  2.01  2.54  0.24
H  -1.90  1.20  1.47  0.26
H  1.03  0.92  1.69  0.34
H  -0.96  0.99  -0.96  0.40
H  0.02  -1.85  -0.08  0.32
H  -0.62  -1.75  -2.13  0.33
H  1.31  0.31  -2.68  0.24
H  1.92  -0.23  -1.05  0.18